Below is C9H15FeO3P as an isolated structure at a distorted geometry, with properties calculated with wB97M-V/def2-TZVPD.

Properties
Largest force on an atom: 12.7 eV Å⁻¹
Calculated total energy: -59373.02916 eV
2S+1: 5
⟨S²⟩: 6.019
Net charge: +2
Molar mass: 258.0 g/mol

Cartesian coordinates (Å):
O (-1.704, -4.551, 1.535)
C (-1.522, -3.706, 0.740)
Fe (1.389, -2.071, -1.197)
C (1.385, -1.677, -3.151)
C (2.971, -1.958, -0.164)
O (0.747, -2.005, -4.150)
O (3.623, -2.420, 0.762)
C (-1.231, 0.738, -2.248)
C (-0.096, 1.127, -1.283)
P (0.393, -0.292, -0.172)
C (1.500, 0.439, 1.143)
C (1.302, 1.888, 1.618)
C (-1.191, -0.394, 0.842)
C (-1.917, 0.869, 1.393)
H (-0.909, -0.097, -2.882)
H (-1.482, 1.581, -2.906)
H (-2.155, 0.459, -1.718)
H (0.805, 1.333, -1.882)
H (-0.357, 2.108, -0.857)
H (1.421, -0.203, 2.040)
H (2.536, 0.360, 0.770)
H (0.503, 1.958, 2.343)
H (2.193, 2.293, 2.125)
H (1.134, 2.566, 0.771)
H (-1.925, -0.879, 0.197)
H (-0.997, -1.040, 1.704)
H (-2.064, 1.637, 0.625)
H (-2.941, 0.648, 1.739)
H (-1.409, 1.290, 2.261)

Force components x, y, z for each atom (eV/Å):
O 0.84 4.40 -4.10
C -0.69 -4.46 4.01
Fe -1.70 -0.66 -0.42
C -5.88 -3.19 -9.97
C 7.54 -4.59 9.12
O 5.78 3.15 8.33
O -5.10 4.18 -7.64
C -0.06 -0.23 0.08
C 0.65 -0.18 -1.71
P -2.91 4.40 2.93
C 1.44 -0.46 0.16
C 0.00 0.59 -0.61
C -0.96 -0.77 0.09
C 0.36 0.54 -0.31
H -0.34 0.09 -0.01
H 0.19 -0.24 0.21
H 0.34 0.04 -0.20
H -0.15 0.11 0.02
H 0.31 -0.76 0.88
H 0.07 -0.14 -0.54
H -0.21 -0.02 0.20
H -0.24 0.10 -0.12
H -0.09 -0.61 -0.24
H -0.16 -0.13 0.36
H 0.15 -0.38 0.07
H 0.06 -0.24 -0.30
H 0.25 -0.05 0.21
H 0.48 -0.55 -0.25
H 0.01 0.06 -0.26

Below is C6H12O6 as an isolated structure at a distorted geometry, with properties calculated with wB97M-V/def2-TZVPD.

Properties
Largest force on an atom: 11.2 eV Å⁻¹
Net charge: 0
Relative energy (zero: lowest compared OMol25 entry of this formula, charge and spin): 143.8 kcal/mol
Molar mass: 180.2 g/mol

Cartesian coordinates (Å):
O (2.946, 0.323, -1.097)
C (2.772, 0.316, 0.187)
H (3.192, 1.315, 0.641)
C (1.166, 0.238, 0.439)
C (0.543, -1.241, -0.151)
O (0.974, -2.159, 0.884)
H (0.457, -3.008, 0.785)
C (-1.033, -0.989, -0.035)
O (-1.584, -2.193, -0.512)
H (-2.413, -2.105, -0.669)
C (-1.595, 0.392, -0.686)
O (-3.037, 0.385, -0.716)
H (-3.120, 0.442, 0.155)
H (-1.279, 0.147, -1.729)
C (-0.860, 1.450, -0.312)
O (0.471, 1.344, -0.112)
O (-1.294, 1.518, 1.167)
H (-0.926, 2.399, 1.570)
H (-0.994, 2.427, -0.898)
H (-1.333, -0.843, 1.263)
H (0.758, -1.247, -1.138)
H (0.809, 0.465, 1.699)
H (3.080, -0.449, 0.672)
H (2.301, 1.072, -1.408)

Force components x, y, z for each atom (eV/Å):
O -0.82 1.80 -5.86
C -5.31 7.30 2.30
H -0.78 -1.71 -0.11
C -1.57 -1.22 3.86
C -2.12 4.76 7.01
O -0.91 -0.90 -2.20
H 0.75 1.31 -0.01
C -0.01 0.59 4.33
O 8.28 -0.17 1.18
H -8.73 0.91 -1.56
C -1.55 -9.51 -5.69
O 2.87 0.16 -4.72
H -2.04 0.60 6.29
H -0.51 0.50 0.00
C 1.83 6.52 5.89
O 3.26 0.23 -3.33
O -0.09 3.61 0.05
H -1.04 -2.41 -1.23
H -0.24 -1.31 1.01
H 1.06 -0.66 -3.74
H 1.45 -1.33 -3.18
H 1.56 -1.75 -3.47
H 2.73 -5.32 2.95
H 1.93 -2.01 0.24

Below is C25H14Cl4EuN3O6S as an isolated structure at a distorted geometry, with properties calculated with wB97M-V/def2-TZVPD.

Properties
Largest force on an atom: 1.1 eV Å⁻¹
Calculated total energy: -123167.06706 eV
2S+1: 7
⟨S²⟩: 12.009
Net charge: -2
Molar mass: 778.2 g/mol

Cartesian coordinates (Å):
Eu (0.189, -0.633, 0.037)
O (1.048, 3.450, 3.773)
C (2.235, 3.263, 3.178)
C (3.241, 4.204, 3.402)
C (4.479, 4.066, 2.800)
C (4.741, 2.986, 1.962)
C (3.746, 2.042, 1.747)
C (2.497, 2.156, 2.349)
C (1.480, 1.099, 2.072)
O (1.832, 0.042, 1.453)
N (0.271, 1.348, 2.544)
N (-0.657, 0.394, 2.148)
C (-1.739, 0.352, 2.816)
C (-2.819, -0.590, 2.569)
C (-3.934, -0.546, 3.416)
C (-4.976, -1.445, 3.311)
C (-4.893, -2.440, 2.325)
C (-3.816, -2.509, 1.472)
C (-2.741, -1.577, 1.536)
O (-1.766, -1.649, 0.711)
H (0.461, 2.700, 3.438)
H (3.022, 5.048, 4.046)
H (5.246, 4.811, 2.980)
H (5.703, 2.885, 1.476)
H (3.902, 1.193, 1.093)
H (-1.862, 1.047, 3.652)
H (-3.961, 0.225, 4.182)
H (-5.828, -1.389, 3.977)
H (-5.691, -3.170, 2.234)
H (-3.752, -3.275, 0.709)
Cl (-0.563, -4.870, -5.517)
C (-0.042, -4.197, -3.997)
C (0.789, -4.916, -3.162)
Cl (1.332, -6.507, -3.617)
C (1.186, -4.356, -1.933)
Cl (2.256, -5.232, -0.874)
C (0.763, -3.097, -1.509)
O (1.138, -2.566, -0.371)
C (-0.120, -2.348, -2.380)
O (-0.529, -1.168, -2.009)
C (-0.478, -2.921, -3.601)
Cl (-1.503, -1.975, -4.644)
O (-0.157, 1.525, -0.696)
N (-0.069, 1.610, -2.025)
C (-1.088, 2.182, -2.695)
C (-1.085, 2.301, -4.057)
C (0.015, 1.800, -4.763)
C (1.047, 1.222, -4.077)
C (1.038, 1.107, -2.669)
S (2.297, 0.398, -1.775)
H (-1.893, 2.518, -2.060)
H (-1.936, 2.749, -4.551)
H (0.040, 1.853, -5.846)
H (1.901, 0.798, -4.585)

Force components x, y, z for each atom (eV/Å):
Eu -0.54 0.12 0.73
O -0.04 0.05 0.05
C 0.04 0.00 -0.01
C 0.06 0.02 -0.02
C 0.01 -0.04 -0.03
C -0.08 -0.03 0.01
C 0.05 0.06 0.03
C 0.05 -0.06 -0.02
C 0.14 -0.16 0.31
O 0.35 0.65 0.66
N -0.08 0.12 0.05
N 0.48 0.18 0.10
C -0.39 -0.15 0.04
C 0.08 0.10 0.07
C 0.00 -0.01 0.01
C 0.05 -0.03 -0.07
C 0.04 0.08 0.05
C -0.13 -0.01 0.00
C 0.06 0.02 0.03
O -0.18 -0.08 0.17
H -0.04 -0.01 -0.01
H -0.02 -0.02 0.01
H -0.01 0.00 0.00
H 0.00 0.00 0.00
H 0.00 0.01 0.01
H -0.02 0.02 0.02
H 0.00 -0.02 -0.01
H 0.00 -0.01 0.00
H 0.01 0.00 -0.02
H 0.01 0.03 0.01
Cl 0.03 0.04 0.05
C 0.00 0.04 0.05
C 0.00 0.04 0.06
Cl 0.00 0.06 0.03
C 0.01 -0.04 -0.02
Cl -0.05 0.01 -0.06
C 0.14 -0.17 -0.02
O 0.03 -0.84 -0.69
C -0.03 0.01 -0.16
O -0.08 -0.61 -0.62
C -0.02 -0.05 -0.06
Cl 0.02 -0.05 0.02
O -0.36 0.39 -0.62
N 0.23 0.11 -0.11
C -0.02 -0.03 0.12
C 0.01 0.00 -0.03
C -0.03 -0.01 -0.01
C -0.10 0.06 0.01
C 0.23 0.09 0.17
S 0.06 0.13 -0.30
H 0.01 -0.03 0.04
H 0.02 0.00 0.00
H 0.01 -0.01 0.02
H 0.00 0.02 0.01

Below is a 3-piece molecular cluster, C5H15N2O overall at a distorted geometry, with properties calculated with wB97M-V/def2-TZVPD.

Properties
Largest force on an atom: 3.3 eV Å⁻¹
Net charge: +1
Relative energy (zero: lowest compared OMol25 entry of this formula, charge and spin): 118.3 kcal/mol
Molar mass: 119.2 g/mol

Cartesian coordinates (Å):
C (1.333, -2.557, 0.575)
C (0.021, -1.996, 0.143)
C (-0.875, -1.298, 0.936)
C (-0.575, -0.863, 2.213)
N (-1.696, 2.035, -2.243)
C (-0.654, 1.790, -1.255)
N (0.635, 1.663, -1.895)
H (2.096, -1.853, 0.209)
H (1.567, -3.524, 0.144)
H (1.451, -2.561, 1.657)
H (-0.390, -2.367, -0.794)
H (-2.367, 1.318, -2.387)
H (-0.950, 0.899, -0.694)
H (-1.814, -0.932, 0.536)
H (0.099, -1.457, 2.825)
H (-1.405, -0.389, 2.732)
H (-1.443, 2.562, -3.062)
H (-0.571, 2.605, -0.536)
H (1.247, 2.461, -1.836)
H (1.039, 0.781, -2.133)
H (1.498, 1.785, 2.026)
H (0.733, 0.518, 1.566)
O (1.023, 1.381, 1.274)

Force components x, y, z for each atom (eV/Å):
C -0.46 1.17 -0.08
C 0.27 -2.29 0.60
C 0.24 1.92 0.58
C -1.99 -2.66 -0.05
N -0.19 0.49 1.04
C 0.17 0.22 -1.41
N 0.01 0.41 0.39
H 0.12 -0.03 -0.15
H -0.21 -0.05 -0.20
H -0.02 -0.05 -0.03
H 0.33 0.40 -0.30
H -0.27 -0.40 -0.30
H 0.13 -0.04 0.02
H 0.16 -0.14 -0.35
H 0.72 0.85 -0.04
H 0.55 0.67 0.11
H 0.15 -0.20 0.06
H -0.15 0.02 -0.02
H 0.09 -0.44 0.09
H 0.05 -0.04 -0.06
H -0.28 -0.27 -0.44
H 0.25 -0.09 0.15
O 0.34 0.55 0.39